No. 1
21
Properties=species:S:1:pos:R:3:forces:R:3:mulliken_charge:R:1 method="wB97M-V/def2-TZVPD" smiles=NCCC[C@@H](N)C[O-] gap_ha=0.238 charge=-1 largest_force_ev_per_a=1.40 relative_energy_ev=0.6075
C 1.2332 0.5139 1.8973 0.3 -0.1 -0.3 -0.290
O 2.0517 1.5782 1.8198 0.0 0.0 0.0 -0.928
C 0.6661 0.0680 0.4664 -0.2 0.5 -0.9 0.237
C -0.8101 0.4959 0.3418 0.6 -0.4 -0.3 -1.023
C -1.4768 0.2207 -1.0152 0.4 -0.6 -0.7 -0.894
C -1.1236 -1.1149 -1.6963 -0.5 -0.3 1.3 -0.436
N -1.8544 -2.2237 -1.0245 0.0 0.3 -0.3 -0.705
N 1.5210 0.7017 -0.5527 0.2 -0.4 0.2 -0.707
H 0.3224 0.7189 2.5045 -0.1 -0.2 0.2 0.142
H 1.7196 -0.3994 2.3342 -0.1 0.1 0.1 0.189
H 0.6914 -1.0142 0.2659 0.1 -0.1 0.6 0.199
H -0.8057 1.5722 0.4568 -0.2 0.4 0.5 0.383
H -1.3182 0.0168 1.1840 -0.3 0.2 -0.1 0.330
H -1.1703 0.9982 -1.7280 -0.2 0.0 0.2 0.320
H -2.5658 0.2190 -0.9643 -0.2 0.4 0.2 0.446
H -1.4883 -1.1161 -2.7127 0.2 0.2 -0.5 0.364
H -0.0490 -1.2772 -1.6316 0.1 0.1 -0.4 0.360
H -1.8168 -2.0937 -0.0246 0.1 0.0 0.2 0.266
H -1.3994 -3.1018 -1.2305 0.0 -0.1 0.1 0.220
H 0.9823 1.2223 -1.2270 -0.1 0.2 0.0 0.187
H 2.0784 1.3650 0.0205 -0.1 0.0 0.0 0.340

---

No. 2
21
Properties=species:S:1:pos:R:3:forces:R:3:mulliken_charge:R:1 method="wB97M-V/def2-TZVPD" smiles=CN[C@@H](C)CNC[O-] gap_ha=0.207 charge=-1 largest_force_ev_per_a=0.89 relative_energy_ev=1.1590
C 0.1977 0.5905 -0.0590 0.2 0.0 -0.3 -0.791
N 0.4883 0.4368 -1.4821 0.0 -0.3 0.2 -0.460
C 1.7932 1.1419 -1.8068 -0.1 0.8 0.2 -0.393
O 1.8295 2.3927 -1.3731 0.0 -0.2 -0.1 -0.852
C -0.8530 -0.4267 0.4076 -0.2 0.8 0.3 0.444
C -2.0643 0.2951 0.9970 -0.2 0.0 0.2 -1.576
N -0.2737 -1.3705 1.3615 -0.1 -0.7 -0.1 -0.420
C -1.0578 -2.5892 1.6002 0.5 0.4 -0.2 -0.833
H -0.1151 1.6241 0.0884 -0.1 0.0 0.1 0.277
H 1.1079 0.4632 0.5469 0.1 -0.1 0.1 0.254
H 0.6543 -0.5605 -1.6238 0.1 0.0 -0.1 0.205
H 2.6039 0.4962 -1.3427 0.0 -0.1 -0.1 0.218
H 1.8771 1.0475 -2.9200 0.1 -0.3 0.0 0.249
H -1.2087 -0.9753 -0.4645 0.2 -0.2 -0.1 0.348
H -1.7788 0.8110 1.9227 0.0 -0.1 -0.1 0.375
H -2.4397 1.0604 0.3125 -0.1 -0.2 0.0 0.416
H -2.8642 -0.4198 1.2369 0.0 0.2 0.0 0.377
H -0.1037 -0.8920 2.2361 0.1 0.0 0.0 0.293
H -1.7491 -2.7281 0.7730 -0.3 0.0 0.0 0.308
H -0.4045 -3.4634 1.5945 0.1 -0.1 0.1 0.295
H -1.5946 -2.5733 2.5488 -0.3 0.0 0.0 0.267

---

No. 3
21
Properties=species:S:1:pos:R:3:forces:R:3:mulliken_charge:R:1 method="wB97M-V/def2-TZVPD" smiles=CN(CCN)CC[O-] gap_ha=0.225 charge=-1 largest_force_ev_per_a=1.75 relative_energy_ev=1.8160
N -2.2231 1.2190 0.3039 0.2 -0.4 0.7 -0.807
C -2.2496 0.2395 -0.7697 0.7 -0.3 -0.8 -0.540
C -0.9135 -0.5674 -0.9642 -1.1 -0.3 0.1 -0.661
N 0.2229 0.0205 -0.3012 0.1 -0.7 -0.5 0.376
C 1.3827 0.1539 -1.1997 0.1 1.5 0.4 -1.212
C 0.6293 -0.6431 0.9278 1.5 -0.3 0.9 -0.790
C 1.7819 0.1316 1.7331 -0.2 -0.8 -0.3 -0.525
O 2.7623 -0.6880 2.1314 -0.1 -0.1 0.3 -0.889
H -1.2945 1.6413 0.2468 -0.1 0.2 -0.3 0.357
H -2.0803 0.7125 1.1817 -0.4 0.0 -0.1 0.304
H -2.4687 0.7707 -1.7019 0.0 0.1 0.1 0.277
H -3.0230 -0.5276 -0.6821 -0.3 0.4 0.4 0.331
H -0.7607 -0.7168 -2.0342 0.2 0.4 -0.1 0.322
H -1.1428 -1.5920 -0.6438 0.4 -0.1 0.5 0.320
H 1.5383 1.2318 -1.3174 0.2 0.0 -0.4 0.318
H 1.1944 -0.2454 -2.1899 0.0 -0.4 -0.1 0.323
H 2.3303 -0.1956 -0.7758 -0.4 -0.5 0.0 0.360
H -0.1394 -0.8352 1.6787 -0.7 0.3 -0.5 0.453
H 1.0911 -1.6344 0.7637 -0.1 0.1 -0.4 0.300
H 1.1692 0.6066 2.5514 0.4 0.4 0.0 0.195
H 2.1933 0.9180 1.0612 -0.5 0.5 0.1 0.190

---

No. 4
21
Properties=species:S:1:pos:R:3:forces:R:3:mulliken_spin:R:1 method="wB97M-V/def2-TZVPD" gap_ha="0.235 / 0.385" multiplicity=2 largest_force_ev_per_a=0.72 relative_energy_ev=0.5400
C -0.3099 0.5745 2.2472 -0.3 0.1 -0.3 0.013
N 0.5298 -0.4642 2.0198 0.3 -0.1 0.7 -0.010
C 0.0332 -1.8314 2.0681 -0.5 0.1 -0.3 0.017
O -1.5185 0.4971 2.2037 0.0 -0.1 0.1 0.003
H 0.1949 1.5368 2.4330 0.2 -0.1 0.0 0.001
H 1.4945 -0.3164 2.2666 0.0 0.1 -0.1 0.000
H -0.8169 -1.8918 2.7465 0.0 0.0 0.1 0.001
H 0.8089 -2.5124 2.4015 0.1 0.0 -0.1 0.001
H -0.3518 -2.1241 1.0903 0.2 -0.1 0.0 -0.011
C 1.3632 1.2677 -2.2465 -0.3 0.3 0.3 0.005
C 0.4884 0.6285 -1.1749 -0.1 -0.5 -0.3 -0.009
C -1.9173 -0.0608 -1.1933 -0.1 -0.1 0.3 0.747
N -0.6778 0.0207 -1.7810 0.1 0.0 -0.3 0.236
H 1.6588 0.5196 -2.9827 0.1 0.0 0.0 0.000
H 0.8148 2.0638 -2.7518 0.0 -0.1 -0.1 0.004
H 2.2508 1.7087 -1.7959 0.2 -0.1 0.0 -0.003
H 1.0969 -0.1290 -0.6625 -0.1 0.1 0.2 -0.001
H 0.1248 1.3385 -0.4338 0.1 0.1 0.0 0.002
H -2.7068 -0.5836 -1.7054 0.1 0.0 -0.1 0.018
H -2.0895 0.3893 -0.2298 0.1 0.1 0.0 0.004
H -0.4706 -0.6316 -2.5191 -0.1 0.0 0.0 -0.017

---

No. 5
21
Properties=species:S:1:pos:R:3:forces:R:3:mulliken_spin:R:1 method="wB97M-V/def2-TZVPD" gap_ha="0.218 / 0.384" multiplicity=2 largest_force_ev_per_a=1.63 relative_energy_ev=0.6578
C 2.2224 -0.5455 -2.4727 -0.1 0.4 0.2 0.015
C 2.4372 -0.6811 -0.9747 -0.6 -0.7 0.5 -0.007
C 0.7204 -1.0303 0.8157 -0.2 0.0 0.6 0.793
N 1.3074 -1.3667 -0.3552 0.6 -0.1 -1.5 0.208
H 2.1179 -1.5186 -2.9515 0.0 0.0 0.0 0.004
H 1.3160 0.0369 -2.6641 0.1 -0.1 0.0 0.002
H 3.0617 -0.0221 -2.9211 0.1 0.0 -0.2 -0.008
H 3.3322 -1.2751 -0.7620 0.3 0.3 -0.1 -0.021
H 2.5339 0.2919 -0.4881 0.1 0.0 -0.1 0.018
H -0.0103 -1.7021 1.2296 0.0 0.2 0.1 0.014
H 1.0074 -0.1178 1.3025 0.0 0.0 0.1 -0.001
H 0.9728 -2.1627 -0.8708 -0.1 0.0 0.2 -0.024
C -2.1061 0.8696 2.5395 -0.1 0.2 0.5 -0.005
N -2.6928 1.4690 1.4859 0.0 -0.1 -0.2 -0.003
C -2.3281 1.1531 0.1141 0.0 0.1 0.1 0.046
O -1.2193 0.0508 2.4816 -0.1 0.0 0.1 0.011
H -2.5200 1.2289 3.5047 0.0 -0.1 -0.1 0.002
H -3.4441 2.1019 1.6870 -0.1 0.1 -0.1 -0.001
H -1.2487 1.2539 -0.0029 -0.1 0.0 -0.1 -0.037
H -2.8572 1.8345 -0.5494 0.1 0.0 0.0 0.001
H -2.6027 0.1313 -0.1482 0.0 0.0 0.1 -0.007

---

No. 6
21
Properties=species:S:1:pos:R:3:forces:R:3:mulliken_spin:R:1 method="wB97M-V/def2-TZVPD" gap_ha="0.126 / 0.345" multiplicity=2 largest_force_ev_per_a=2.56 relative_energy_ev=3.9422
C -0.6333 -1.8037 -0.8638 0.0 0.9 -0.5 0.419
O 0.0408 -1.9247 0.4211 0.4 -0.4 -0.7 -0.646
C 0.1251 -0.8203 -1.7179 0.4 -0.4 -0.7 0.002
C 0.9838 -1.2162 -2.6836 -0.4 0.7 0.7 0.039
H -1.6702 -1.4386 -0.6993 0.7 -0.4 0.2 -0.026
H -0.6630 -2.7624 -1.3709 -0.1 -0.3 0.2 0.010
H 1.0067 -1.9197 0.2219 -0.6 -0.1 0.3 0.126
H -0.0527 0.2291 -1.4824 0.2 -0.1 -0.1 -0.002
H 1.5850 -0.4789 -3.2583 -0.6 -0.8 0.4 0.000
H 1.1199 -2.2927 -2.8456 0.1 0.5 -0.2 -0.005
C -0.7418 1.2341 1.3927 2.4 0.7 -0.4 0.542
C 0.4518 1.8558 1.1441 -1.8 -1.5 0.6 0.333
N 0.5449 3.1006 0.5700 0.7 0.4 -0.9 -0.031
N -0.7355 -0.0695 2.0622 0.5 -0.3 -1.9 1.154
H -1.6713 1.6803 1.0848 -0.2 -0.2 0.2 0.091
H 1.3767 1.3550 1.4251 -0.1 0.3 -0.1 -0.108
H 1.3609 3.2068 -0.0361 -0.3 0.0 0.5 -0.005
H -0.2764 3.3417 0.0384 -0.2 0.2 0.1 -0.005
H -1.6811 -0.2971 2.3547 -0.7 -0.5 0.3 -0.573
H -0.1309 -0.0890 2.8909 0.4 0.1 0.7 -0.369
H -0.3394 -0.8906 1.3520 -0.9 1.1 1.2 0.055

---

No. 7
21
Properties=species:S:1:pos:R:3:forces:R:3:mulliken_spin:R:1 method="wB97M-V/def2-TZVPD" gap_ha="0.368 / 0.244" multiplicity=2 largest_force_ev_per_a=1.34 relative_energy_ev=2.2796
C -1.7822 0.6053 0.0268 0.2 1.1 0.4 -0.036
C -1.9860 -0.4050 0.8590 0.1 -0.7 0.5 0.079
N -2.3863 -0.1529 2.2109 -0.2 0.4 0.1 -0.003
N -1.3242 0.5657 -1.2979 0.1 -1.1 -0.4 0.180
H -1.9489 1.6031 0.4427 -0.2 -0.2 0.1 -0.001
H -1.8444 -1.4601 0.6288 0.1 0.2 -0.6 -0.001
H -1.6724 -0.4045 2.8896 -0.2 0.0 -0.2 0.004
H -3.2569 -0.6195 2.4473 0.3 0.0 0.0 0.002
H -0.2755 0.7907 -1.4201 -1.3 -0.2 0.2 -0.021
H -1.8540 1.2153 -1.8602 0.2 0.3 -0.1 -0.007
C 1.8185 -0.1282 -1.4288 -0.8 -0.8 0.4 -0.028
O 1.1128 1.0600 -1.3743 1.3 0.4 0.1 0.723
C 1.6588 -0.9807 -0.1548 0.2 0.1 -0.2 0.008
C 2.5138 -0.4403 0.9827 -0.3 -0.1 0.2 -0.001
H 2.8818 0.1108 -1.5449 0.1 0.3 -0.2 0.079
H 1.4951 -0.7048 -2.3057 0.2 0.1 -0.1 0.017
H 1.9192 -2.0131 -0.3993 0.1 0.0 0.0 0.002
H 0.6034 -0.9817 0.1182 0.0 0.0 0.0 0.005
H 2.2471 -0.8716 1.9479 -0.1 -0.1 0.0 -0.001
H 2.3398 0.6338 1.0649 0.2 0.0 0.0 0.001
H 3.5729 -0.6543 0.8380 0.0 0.2 -0.2 0.000

---

No. 8
21
Properties=species:S:1:pos:R:3:forces:R:3:mulliken_charge:R:1 method="wB97M-V/def2-TZVPD" gap_ha=0.218 charge=+1 largest_force_ev_per_a=2.81 relative_energy_ev=5.7857
C -0.3790 -1.6091 -1.1103 1.9 -0.4 -0.9 -0.631
C -1.6734 -1.2022 -0.3828 -0.3 0.1 1.7 -0.618
C -1.4375 -0.5806 0.9145 -1.7 1.2 -1.5 -0.251
C -0.8259 0.7414 1.0408 1.2 -1.5 2.1 0.231
N 0.6311 0.8002 0.8200 -0.9 -0.2 1.1 -0.450
C 0.0645 0.8615 2.2544 0.7 1.5 -1.8 -0.644
N 0.2557 -0.5554 -1.8534 -0.7 0.3 0.2 -0.494
H -0.6585 -2.4437 -1.7597 -0.4 0.1 -0.1 0.366
H 0.4094 -2.0817 -0.5005 -0.5 0.0 0.6 0.369
H -2.3722 -2.0248 -0.2578 0.1 -0.1 -0.3 0.421
H -2.1266 -0.3957 -0.9813 0.0 -0.1 -0.2 0.401
H -1.9971 -0.8509 1.8112 0.4 -0.8 0.0 0.442
H -1.5073 1.5464 0.7632 0.3 0.1 -0.2 0.355
H 0.4311 0.0827 2.9090 -0.6 -0.4 -0.1 0.285
H 0.1656 1.8631 2.6464 0.0 0.0 0.2 0.294
H -0.1109 0.3755 -1.7130 0.0 -0.1 -0.3 0.279
H 1.2647 -0.5062 -1.8248 0.1 -0.1 0.1 0.277
H 1.8676 1.4345 -0.4452 0.6 0.4 -0.1 0.475
H 3.2781 1.7805 -1.0937 0.5 0.5 0.3 0.310
H 0.9104 -0.1797 0.7350 0.5 0.3 -0.3 0.228
O 2.4782 1.2835 -1.1859 -0.9 -0.8 -0.4 -0.645

---

No. 9
21
Properties=species:S:1:pos:R:3:forces:R:3:mulliken_charge:R:1 method="wB97M-V/def2-TZVPD" gap_ha=0.319 charge=+1 largest_force_ev_per_a=2.09 relative_energy_ev=2.8435
C 0.4172 -3.2524 0.9804 -1.0 0.9 -0.5 -0.875
C 0.4929 -1.9734 0.6044 0.1 -0.4 0.8 0.587
O -0.3363 -1.0425 1.2635 0.2 -0.3 -0.5 -0.520
C 1.4866 -1.3927 -0.3683 0.4 0.1 0.4 -0.749
H 0.9223 -4.0118 0.4294 0.5 -0.3 -0.2 0.287
H -0.3323 -3.5729 1.7027 0.3 0.2 0.0 0.275
H 0.2036 -0.3602 1.6788 0.1 -0.1 0.0 0.297
H 2.1517 -2.1800 -0.7687 -0.4 0.4 0.1 0.341
H 1.0234 -0.8321 -1.1984 0.0 -0.3 0.3 0.056
H 2.1334 -0.6857 0.1983 -0.2 -0.3 -0.4 0.282
C -0.8238 1.4684 -1.0669 -0.7 -0.5 1.9 -0.186
C -1.1209 1.7943 0.2402 -0.9 -0.8 -0.6 -0.310
N -2.0561 1.2063 1.0719 0.8 0.5 0.3 -0.478
N 0.2544 2.2540 -1.6208 1.7 0.4 -0.3 -0.285
H -1.1640 0.6613 -1.7272 -0.1 0.4 0.7 0.438
H -0.6109 2.6628 0.6771 -0.2 -0.1 -0.2 0.249
H -2.1962 1.6016 2.0199 0.4 -0.3 -1.2 0.291
H -2.0812 0.1889 1.0759 -0.1 0.2 -0.3 0.261
H 0.0068 2.7565 -2.4747 0.0 -0.2 -0.2 0.362
H 1.1576 1.7305 -1.7847 -1.1 0.5 0.0 0.350
H 0.4718 2.9790 -0.9330 0.2 0.1 -0.1 0.328

---

No. 10
21
Properties=species:S:1:pos:R:3:forces:R:3:mulliken_charge:R:1 method="wB97M-V/def2-TZVPD" smiles="N[C@H](CO)C/C=C/[NH3+]" gap_ha=0.333 charge=+1 largest_force_ev_per_a=2.82 relative_energy_ev=3.0416
C -0.9479 -0.9470 -1.5875 0.2 0.0 -1.2 -0.924
O -1.7362 -0.3604 -0.5729 -0.2 0.3 0.5 -0.494
C 0.5444 -0.6274 -1.4921 0.4 1.1 2.5 0.314
C 1.0960 -1.1440 -0.0401 0.3 -0.6 -1.1 -1.139
C 0.5824 -0.4415 1.1712 -2.6 -0.2 -1.1 -0.099
C 0.5421 0.8526 1.4667 -0.1 -0.4 0.8 -0.254
N -0.6728 1.2865 2.2807 0.7 0.7 0.5 -0.332
N 0.9511 0.7721 -1.6964 -0.7 -0.2 -0.2 -0.594
H -1.3584 -0.7040 -2.5834 0.3 0.3 0.3 0.383
H -1.0568 -2.0410 -1.5725 0.0 0.3 0.5 0.387
H -2.0421 0.5100 -0.8547 0.0 -0.3 -0.2 0.335
H 1.0200 -1.2446 -2.2305 0.5 -0.4 -0.3 0.340
H 2.1688 -1.1720 -0.0289 0.7 0.2 -0.4 0.456
H 0.7989 -2.1924 -0.0555 0.0 -0.1 0.6 0.423
H -0.2581 -1.0173 1.5990 0.4 0.3 0.0 0.158
H 1.2786 1.6280 1.3413 -0.2 0.2 -0.4 0.425
H -0.5955 1.0899 3.2842 -0.1 -0.6 -0.1 0.354
H -0.7836 2.2999 2.2936 0.2 0.2 -0.4 0.384
H -1.5546 0.9402 1.8954 0.2 -0.5 0.0 0.354
H 1.7619 1.0429 -1.1613 0.4 -0.3 -0.1 0.272
H 0.2619 1.4695 -1.4563 -0.4 -0.2 -0.1 0.251

---

No. 11
21
Properties=species:S:1:pos:R:3:forces:R:3:mulliken_charge:R:1 method="wB97M-V/def2-TZVPD" smiles="C=NCC[C@H]([NH3+])CO" gap_ha=0.392 charge=+1 largest_force_ev_per_a=4.01 relative_energy_ev=3.1984
C 0.0635 -1.3939 1.8891 -1.5 0.9 2.0 -0.769
O 0.2787 -0.1656 2.6095 0.7 -0.3 1.3 -0.526
C -0.2911 -0.9435 0.4419 2.8 2.7 1.1 -0.015
C 0.9179 0.0187 -0.0093 -0.4 -2.5 -2.1 -0.707
C 0.9941 0.1647 -1.5842 0.1 1.6 -0.2 -0.706
C -0.2078 2.0661 -2.3920 0.6 0.5 0.6 -0.256
N -0.2821 0.9278 -1.8223 1.1 0.7 -0.2 -0.337
N -1.6278 -0.1426 0.4022 1.1 -3.4 -0.4 -0.147
H -0.7738 -1.9135 2.5146 1.2 0.2 -1.7 0.340
H 1.0065 -1.9520 1.9648 -0.5 -0.4 -0.8 0.411
H 0.7110 -0.3714 3.4923 -0.9 0.4 -1.6 0.334
H -0.3280 -1.8302 -0.1370 -0.5 -0.5 -1.1 0.375
H 0.8745 1.0153 0.3891 -0.2 0.1 0.5 0.314
H 1.7984 -0.5208 0.3332 0.2 0.3 0.1 0.418
H 1.9346 0.7823 -1.8873 -1.6 -0.9 0.6 0.392
H 1.0184 -0.7241 -2.2313 -0.1 -0.2 0.8 0.350
H -1.0178 2.7749 -2.0808 0.5 -0.5 -1.4 0.244
H 0.7159 2.4542 -2.9817 -1.5 -0.6 1.1 0.259
H -1.8492 -0.1131 1.3674 -1.1 0.7 1.1 0.371
H -1.7570 0.6734 -0.1599 1.2 1.3 -0.3 0.289
H -2.1788 -0.8068 -0.1183 -1.2 -0.3 0.3 0.366

---

No. 12
21
Properties=species:S:1:pos:R:3:forces:R:3:mulliken_charge:R:1 method="wB97M-V/def2-TZVPD" smiles="CN(CC=O)CC[NH3+]" gap_ha=0.348 charge=+1 largest_force_ev_per_a=1.07 relative_energy_ev=2.2933
N 0.2959 -1.2532 1.7922 -0.2 -0.5 0.9 -0.199
C 0.3873 -2.0065 0.5157 0.3 0.0 -1.0 -0.572
C -0.1056 -1.1216 -0.6745 0.0 0.1 0.5 -0.574
N -0.2253 0.2779 -0.2614 -0.2 0.2 -0.4 -0.014
C -1.6062 0.7760 -0.3545 -0.4 0.3 0.4 -1.278
C 0.6947 1.1634 -0.9990 -0.1 -0.4 0.0 -0.676
C 0.9106 2.5046 -0.3423 -0.1 0.0 0.3 -0.076
O 1.7603 3.2660 -0.6969 0.0 0.0 0.0 -0.419
H 1.2113 -0.9708 2.1414 0.0 0.1 -0.1 0.384
H -0.1419 -1.7947 2.5404 0.0 0.0 -0.1 0.373
H -0.2487 -0.3916 1.6304 0.2 0.3 -0.4 0.281
H 1.4250 -2.2524 0.3324 0.2 0.0 0.3 0.295
H -0.1435 -2.9516 0.5748 -0.2 0.1 0.2 0.330
H 0.6254 -1.2547 -1.4691 -0.2 0.1 -0.2 0.429
H -1.0662 -1.4841 -1.0181 -0.1 -0.1 -0.1 0.422
H -1.7707 1.5973 0.3502 0.1 0.0 -0.1 0.344
H -2.3198 0.0043 -0.0699 0.1 -0.1 0.0 0.475
H -1.8838 1.1477 -1.3458 0.2 -0.2 -0.1 0.381
H 0.3385 1.3432 -2.0165 -0.2 0.1 -0.2 0.401
H 1.6449 0.6571 -1.1286 0.3 0.1 0.2 0.447
H 0.2181 2.7436 0.4991 0.2 0.0 -0.1 0.247

---

| no. | electronic energy (hartree) |
| --- | --- |
| 1 | -383.041544 |
| 2 | -383.021277 |
| 3 | -382.997132 |
| 4 | -382.992079 |
| 5 | -382.987749 |
| 6 | -382.867050 |
| 7 | -382.928149 |
| 8 | -382.649019 |
| 9 | -382.757143 |
| 10 | -382.749864 |
| 11 | -382.744102 |
| 12 | -382.777363 |